No. 1
Molecular formula: C31H76N9O21
Method: DFT, ωB97M-V with the def2-TZVPD basis set

```
137
Properties=species:S:1:pos:R:3:forces:R:3:lowdin_spin:R:1
C -5.2259 -0.5638 -1.8240 0.160 0.234 0.549 0.000
C -4.5982 -0.3587 -0.4539 2.680 -0.058 -2.274 0.000
O -3.4335 0.0015 -0.3748 -3.490 -0.969 1.430 0.000
N -5.5023 -0.6624 0.7499 1.018 0.759 -0.397 0.000
H -6.3508 -1.1706 0.5453 -0.896 0.564 -1.059 0.000
H -5.0847 -1.3963 1.3041 1.112 0.084 0.742 0.000
C -5.7190 0.6086 1.5934 -0.139 -1.770 1.158 0.002
H -6.1113 0.0666 -1.9058 -0.094 -0.047 -0.236 0.000
H -5.4801 -1.5965 -2.0627 -0.246 -0.119 0.473 0.000
H -4.4508 -0.2989 -2.5432 -0.283 0.306 0.146 0.000
H -6.5356 0.2718 2.2319 -0.231 0.694 0.041 0.000
H -5.9461 1.5070 1.0195 0.238 -0.408 -0.109 0.000
H -4.8333 0.6334 2.2282 0.085 0.866 -0.338 0.001
C -1.0556 -0.8037 1.6137 -0.156 -0.891 -0.089 0.000
C -0.4162 0.2223 0.7633 0.500 0.961 1.768 0.000
O -0.5874 1.3777 1.0372 0.468 -0.648 -1.811 0.001
N 0.7307 -0.2424 -0.1815 -3.275 2.783 -1.230 0.000
H 1.6225 -0.3714 0.2748 1.589 0.413 0.660 0.000
H 0.4852 -1.1558 -0.5358 -0.499 -1.302 -0.530 0.000
C 0.7855 0.7834 -1.3940 1.252 -1.923 0.982 0.000
H -0.2184 -1.3852 1.9997 -0.156 -0.340 0.440 0.000
H -1.7369 -1.5196 1.1538 0.364 -0.019 -0.492 0.000
H -1.6304 -0.2916 2.3854 0.351 0.074 0.014 0.001
H 1.3452 1.6389 -1.0158 -0.172 -0.138 -0.447 0.000
H -0.1749 1.0186 -1.8529 -0.230 -0.085 0.843 0.000
H 1.3137 0.1735 -2.1268 0.422 0.582 -0.115 0.000
C 2.8981 -1.1016 -4.7786 0.293 -0.306 0.547 0.000
C 4.3690 -1.1804 -5.2266 -0.237 -1.993 -0.674 0.000
O 5.0154 -2.2062 -5.2553 -1.144 2.596 0.203 0.000
N 4.9730 0.0763 -5.8326 -0.395 -1.291 -2.392 0.000
H 5.0622 0.8015 -5.1353 -0.687 1.677 1.379 0.000
H 5.9309 -0.1409 -6.0680 0.535 -0.518 -0.099 0.000
C 4.2855 0.5828 -7.1587 -0.482 0.970 1.566 0.000
H 2.4499 -2.0936 -4.8355 0.407 -0.059 -0.606 0.000
H 2.2379 -0.3589 -5.2266 0.549 0.142 -0.231 0.000
H 2.8232 -0.9550 -3.7011 0.529 0.433 0.117 0.000
H 4.7459 1.5362 -7.4178 0.325 -0.241 0.110 0.000
H 3.2761 0.8596 -6.8544 0.039 -0.178 -0.060 0.000
H 4.2666 -0.0690 -8.0321 0.493 -0.529 0.655 0.000
C 2.8936 -2.3938 4.5255 -0.016 1.861 0.653 0.000
C 1.9770 -1.2377 4.9187 -0.820 0.908 -3.496 0.000
O 1.4117 -0.4059 4.1840 1.832 -2.750 3.408 0.000
N 1.7012 -1.1737 6.4321 0.363 0.725 0.087 0.000
H 0.7142 -0.9835 6.5308 -0.496 0.158 0.152 0.000
H 1.8818 -2.0401 6.9186 0.317 -0.637 -0.111 0.000
C 2.4885 -0.0136 7.0427 -1.015 0.137 -0.254 0.000
H 3.4852 -2.6857 5.3932 -0.293 -0.540 0.007 0.000
H 3.6290 -2.0255 3.8101 -0.132 0.135 -0.404 0.000
H 2.3007 -3.1793 4.0569 -0.152 -0.593 0.010 0.000
H 3.5312 -0.0628 6.7287 -0.243 0.111 -0.171 0.000
H 2.4240 0.0332 8.1298 -0.103 -0.536 -0.095 0.000
H 1.8842 0.8065 6.6550 0.898 0.516 -0.029 0.000
C -3.5143 -4.2720 -0.8827 0.085 -0.793 -0.687 0.000
C -2.9525 -5.5397 -0.2663 -2.981 -0.542 2.315 0.000
O -3.4749 -6.0417 0.7193 2.169 0.846 -2.608 0.000
N -1.8505 -6.1798 -1.0314 0.102 -1.269 2.309 0.000
H -2.2095 -6.7160 -1.8083 -0.396 -0.490 -0.181 0.000
H -1.3415 -5.4229 -1.4652 1.763 0.991 -0.620 0.000
C -0.9776 -7.0683 -0.0988 0.253 -0.105 -0.242 0.000
H -3.5209 -4.3870 -1.9666 0.361 0.158 -0.146 0.000
H -2.9196 -3.3919 -0.6379 -0.006 -0.018 0.084 0.000
H -4.5759 -4.2259 -0.6400 0.209 0.223 0.546 0.000
H -0.1501 -7.5230 -0.6434 -0.042 0.583 -0.328 0.000
H -1.5380 -7.9121 0.3038 -0.512 0.480 -0.100 0.000
H -0.5936 -6.4414 0.7059 -0.037 0.043 -0.172 0.000
C -1.7380 -0.6895 -4.5217 0.088 -0.009 -0.207 0.000
C -2.4820 -1.9889 -4.3349 -1.457 0.251 3.336 0.000
O -3.0337 -2.2905 -3.2856 1.281 0.064 -3.580 0.000
N -2.4541 -2.9673 -5.5451 1.302 -0.801 1.558 0.000
H -3.0977 -2.7505 -6.2927 -1.021 -0.048 -0.062 0.000
H -1.5708 -2.6983 -5.9545 0.656 -0.251 -0.463 0.000
C -2.3537 -4.4694 -5.1548 0.309 -0.142 -0.144 0.000
H -0.7914 -0.8278 -5.0440 -0.007 0.011 -0.053 0.000
H -1.5383 -0.2135 -3.5617 0.008 -0.566 0.149 0.000
H -2.3189 0.0675 -5.0486 -0.252 -0.274 -0.467 0.000
H -2.0990 -5.0884 -6.0151 -0.661 0.438 -0.488 0.000
H -3.2457 -4.8297 -4.6425 -0.043 0.444 -0.321 0.000
H -1.4796 -4.6547 -4.5305 -0.005 0.802 0.549 0.000
C -0.1583 4.6864 1.1427 -0.808 0.388 -0.566 0.001
C -0.4288 6.1633 1.3344 0.715 1.179 2.696 0.001
O -0.4463 6.7668 2.3817 -0.252 -1.263 -1.722 0.001
N -0.5829 7.0798 0.1215 -1.069 -0.370 -0.425 0.000
H 0.0049 7.8974 0.1992 -0.068 0.841 0.994 0.000
H -0.1052 6.6364 -0.6501 -0.538 -0.600 -0.913 0.000
C -2.0786 7.4761 -0.2160 0.740 -1.712 -0.143 0.000
H -0.4734 4.1245 2.0220 0.080 0.226 0.066 0.000
H 0.8908 4.4805 0.9302 0.097 0.242 0.062 0.000
H -0.7296 4.2866 0.3049 -0.023 -0.003 -0.097 0.001
H -2.6782 7.7785 0.6426 0.986 1.063 0.140 0.000
H -2.5921 6.5346 -0.4109 0.378 -0.200 -0.668 0.000
H -2.0212 8.0868 -1.1169 -0.330 0.219 0.478 0.000
C 2.7713 2.4297 3.3472 0.263 0.456 2.112 0.000
C 2.8771 2.3402 1.9118 -3.719 -0.715 -4.535 0.000
O 1.9045 2.2178 1.1158 4.573 0.857 3.064 0.000
N 4.3161 2.3923 1.4019 -2.141 2.249 -1.793 0.000
H 4.7515 3.0528 2.0297 0.924 -0.221 0.188 0.000
H 4.5569 1.4233 1.5542 1.444 -2.091 0.537 0.000
C 4.5150 2.7807 -0.1092 -0.193 -1.415 0.062 0.000
H 3.4481 1.7562 3.8729 0.111 -0.402 -0.319 0.000
H 1.7817 2.3410 3.7955 -0.094 -0.292 -0.693 0.000
H 3.1302 3.4009 3.6880 0.167 0.405 -0.184 0.000
H 4.0520 1.9653 -0.6648 -0.324 0.275 0.261 0.000
H 5.5462 2.7147 -0.4561 0.297 0.038 0.941 0.000
H 4.1284 3.7421 -0.4475 -0.321 -0.150 0.847 0.000
C -2.1363 2.2369 4.6902 -0.847 0.739 0.567 0.065
C -3.0949 2.9771 3.8002 1.381 0.227 4.654 0.426
O -3.2280 2.7178 2.6416 -1.397 -0.580 -6.514 0.325
N -3.7988 4.1409 4.4400 2.060 0.510 -0.474 0.056
H -4.5809 4.4223 3.8662 -0.407 -0.343 -0.149 0.003
H -4.1161 3.8178 5.3428 -0.316 0.398 0.434 0.011
C -2.9093 5.4104 4.5731 -1.546 -0.177 0.535 0.054
H -1.6886 2.9032 5.4275 -0.171 -0.216 0.589 0.006
H -1.2888 1.7389 4.2193 -0.331 0.016 -0.557 0.006
H -2.8453 1.5203 5.1047 0.900 -0.719 0.992 0.025
H -2.2968 5.5337 3.6799 -0.087 -0.291 0.270 0.002
H -2.3587 5.3538 5.5121 0.159 -0.045 -0.355 0.002
H -3.6555 6.2011 4.6504 0.435 0.462 0.069 0.006
O 0.7097 -2.5147 -3.1055 -0.263 0.563 -0.030 0.000
C 0.1200 -3.2875 -2.1545 -0.966 -2.764 0.515 0.000
O -0.1244 -4.4885 -2.4896 -0.339 0.591 -0.767 0.000
O -0.1911 -2.8262 -1.0624 0.040 1.995 0.772 0.000
H 0.7352 -3.1423 -3.8314 0.572 -0.188 -0.392 0.000
O 3.2274 2.9928 -2.5485 0.109 1.365 0.953 0.000
C 3.7458 2.4156 -3.6354 3.785 -3.724 0.138 0.000
O 2.9095 2.2282 -4.5075 -2.158 0.041 -2.870 0.000
O 4.8798 1.9156 -3.6091 1.064 0.153 0.019 0.000
H 2.5278 3.1118 -3.1950 -3.082 1.579 0.997 0.000
O 4.6446 -2.2805 1.1084 1.121 -1.182 0.838 0.000
C 4.4002 -1.0023 1.3043 1.342 0.169 2.990 0.000
O 3.5596 -0.5340 0.5642 -3.408 2.680 -2.658 0.000
O 4.9425 -0.3744 2.2733 -0.188 -0.071 -0.933 0.000
H 3.9494 -2.5685 0.5123 -0.053 -0.599 -0.318 0.000
O 0.2766 -3.6758 1.7330 -1.090 1.331 -0.394 0.000
C 1.3164 -4.5143 1.7828 4.236 -4.622 0.932 0.000
O 1.5459 -5.1547 2.8293 -1.235 1.350 1.118 0.000
O 2.0344 -4.7387 0.7618 -1.517 1.932 -0.861 0.000
H 0.3833 -3.4438 0.8076 -0.603 0.588 -0.875 0.000
```
Forces are in eV/Å.

Results
- Expectation value of S²: 0.753
- Total energy: -89744.5080 eV
- Orbital gap (alpha / beta): 0.103 / 0.146 Eh
- Charge: +4
- 2S+1: 2
- Highest occupied orbital energy (alpha / beta): -0.4387 / -0.4817 Ha

---

No. 2
Molecular formula: C31H77N2O6Si
Method: DFT, ωB97M-V with the def2-TZVPD basis set

```
117
Properties=species:S:1:pos:R:3:forces:R:3:mulliken_charge:R:1
C 5.4169 -2.2294 -0.9359 0.163 -0.947 1.006 -0.245
O 5.3963 -2.6332 -2.3503 0.197 2.480 0.760 -0.425
C 5.1824 -1.4944 -3.2570 -0.183 -0.369 -1.108 -0.384
C 3.6126 -1.5002 -3.7534 -0.546 0.071 0.101 -0.534
C 2.9110 -0.0203 -3.8261 -0.610 0.182 -0.175 -0.387
C 3.1459 0.9281 -2.5098 0.598 0.109 -0.317 -0.565
C 2.8166 0.2041 -1.0704 0.506 0.606 1.104 0.468
C 1.5105 0.8796 -0.2814 0.014 -0.429 -0.558 0.687
C 0.1923 -0.1500 -0.2675 0.422 0.385 0.613 -0.834
C -1.1986 0.6558 -0.6372 0.346 0.690 0.326 -0.257
C -1.7703 0.3081 -2.1649 -0.469 -2.054 2.889 -0.258
N -1.1350 1.3089 -3.0887 1.748 -0.460 -1.216 0.220
C -1.9629 2.4753 -3.5190 -1.134 2.973 -1.876 -0.435
C -3.4513 2.6345 -2.9027 -2.329 1.224 -0.131 -0.576
N -3.8421 1.7001 -1.7891 1.034 -1.388 -1.229 -0.316
C -3.4035 0.3187 -2.2763 1.356 1.500 -1.162 -0.077
Si -4.3045 -1.1544 -1.4357 -1.698 -0.991 0.358 0.237
C -3.7214 -2.7645 -2.3427 0.927 -0.036 -0.606 -0.932
C -6.2141 -0.9115 -1.8281 -0.067 1.072 -0.970 -0.837
C -4.1701 -1.2208 0.4830 0.383 -0.383 1.649 -0.924
H 6.1017 -3.0274 -0.3746 -1.458 1.819 -1.247 0.279
H 4.3467 -2.3124 -0.4627 1.942 0.255 -0.892 0.160
H 5.8417 -1.1505 -0.7368 -0.759 -2.042 -0.623 0.017
H 5.5388 -0.4801 -2.7886 -0.876 -1.945 -0.709 0.216
H 5.8579 -1.6817 -4.2050 -1.297 0.316 1.950 0.302
H 3.5126 -2.0381 -4.8070 0.290 1.233 2.229 0.392
H 2.9716 -2.1570 -3.0050 1.534 1.302 -1.424 0.209
H 1.7348 -0.1863 -3.9234 2.273 0.199 0.126 -0.070
H 3.2217 0.5705 -4.8074 -0.489 -1.227 2.121 0.358
H 4.2849 1.2856 -2.4995 -2.554 -0.744 -0.051 0.391
H 2.4994 1.9179 -2.6492 1.315 -2.047 0.382 0.193
H 2.7285 -0.9778 -1.1516 -0.008 2.661 0.069 0.018
H 3.7400 0.4088 -0.3491 -1.840 -0.553 -1.637 -0.497
H 1.7688 1.1945 0.8316 -0.530 -0.827 -2.364 0.104
H 1.2580 1.8831 -0.8510 0.343 -1.920 1.048 -0.581
H 0.3448 -1.0525 -1.0050 -0.163 1.759 1.369 0.350
H 0.1795 -0.5895 0.8424 -0.310 0.898 -2.548 0.275
H -0.9115 1.8143 -0.6127 -0.894 -2.352 -0.065 0.056
H -1.9999 0.5089 0.2025 1.364 0.135 -1.928 0.235
H -1.3359 -0.7755 -2.4121 -0.973 2.497 0.169 0.159
H -0.8308 0.7739 -3.9574 -0.476 0.957 1.274 0.506
H -0.2295 1.6893 -2.6804 -1.262 -0.666 -0.245 0.029
H -1.3896 3.5065 -3.3368 -0.987 -2.621 -0.111 0.181
H -2.0761 2.4066 -4.7054 0.208 0.076 2.721 0.306
H -4.2516 2.4832 -3.7733 1.890 0.376 1.424 0.337
H -3.6317 3.7421 -2.5013 0.745 -2.318 -1.003 0.332
H -4.8697 1.6634 -1.6124 1.150 0.474 -0.529 0.286
H -3.6786 0.2744 -3.4360 0.563 -0.319 1.961 0.339
H -4.3217 -2.8072 -3.3655 1.385 -0.177 2.121 0.249
H -2.5590 -2.6158 -2.5700 -2.441 -0.621 0.278 0.247
H -3.8384 -3.7465 -1.7174 0.093 1.890 -1.308 0.322
H -6.8377 -1.8900 -1.6764 1.082 2.048 -0.192 0.321
H -6.6413 0.0118 -1.2160 0.614 -2.125 -1.120 0.127
H -6.2762 -0.5880 -2.9747 -0.123 -0.809 2.311 0.255
H -4.1981 -0.1497 1.0057 0.228 -2.323 -1.145 0.313
H -3.1896 -1.8242 0.7987 -2.010 1.514 -0.469 0.251
H -5.0781 -1.8301 0.9479 1.837 1.244 -1.149 0.346
C 3.0657 -0.6583 4.4382 0.053 -0.339 -0.244 -1.491
C 2.7627 0.6095 3.6558 0.078 -0.053 0.894 1.586
C 3.3050 1.8408 4.3638 0.128 0.310 -0.198 -1.481
O 1.3524 0.7397 3.4955 -0.411 0.106 -0.230 -0.554
H 2.5980 -0.6289 5.4288 0.093 0.160 -0.025 0.352
H 2.6588 -1.5350 3.9230 0.156 0.109 0.042 0.378
H 4.1441 -0.7956 4.5650 -0.107 -0.017 0.007 0.347
H 3.2010 0.5378 2.6544 -0.233 0.007 0.003 -0.490
H 2.8457 1.9589 5.3518 0.087 -0.152 -0.045 0.379
H 3.0688 2.7469 3.7956 0.082 -0.112 0.020 0.360
H 4.3905 1.7785 4.4884 -0.122 0.018 0.026 0.318
H 0.9547 0.8041 4.3797 0.226 -0.057 -0.375 0.354
C 0.0404 6.6523 -0.4229 0.145 0.254 -0.248 -1.448
C -0.8230 5.5024 -0.9164 0.043 0.264 0.802 0.428
C -1.8175 5.0606 0.1453 -0.305 -0.109 -0.079 -1.153
O 0.0120 4.4022 -1.2683 0.204 -0.638 -0.304 -0.446
H 0.6238 6.3554 0.4559 -0.184 -0.021 0.004 0.364
H 0.7596 6.9516 -1.1928 -0.172 -0.012 0.074 0.351
H -0.5716 7.5204 -0.1588 0.107 -0.113 -0.005 0.394
H -1.3610 5.8077 -1.8205 0.172 -0.173 -0.027 0.301
H -1.3000 4.7072 1.0442 0.026 0.155 -0.057 0.329
H -2.4237 4.2244 -0.2193 -0.001 0.091 0.005 0.151
H -2.4853 5.8810 0.4263 0.087 -0.123 0.007 0.441
H 0.4937 4.1244 -0.4715 -0.169 0.202 -0.273 0.265
C 2.5455 -5.1421 5.6041 -0.098 0.178 0.300 -1.259
C 1.9170 -4.9949 4.2276 0.527 -0.469 0.094 0.430
C 1.8521 -6.3295 3.5023 -0.269 -0.115 -0.210 -1.321
O 2.6828 -4.0742 3.4548 0.104 0.248 -0.220 -0.429
H 3.5737 -5.5132 5.5279 -0.130 -0.089 -0.070 0.336
H 2.5969 -4.1717 6.1095 -0.083 -0.133 -0.071 0.293
H 1.9703 -5.8324 6.2289 0.108 0.064 -0.044 0.382
H 0.9079 -4.5801 4.3261 0.199 0.125 -0.134 0.237
H 2.8558 -6.7428 3.3516 -0.055 0.038 0.162 0.349
H 1.4089 -6.2063 2.5084 -0.006 0.003 0.170 0.320
H 1.2561 -7.0555 4.0641 0.097 0.041 -0.083 0.375
H 3.5806 -4.4343 3.3622 -0.397 0.126 0.082 0.295
C -11.8702 -0.3492 -1.3744 -0.316 -0.174 -0.085 -1.271
C -10.5455 -1.0444 -1.1040 -0.071 0.685 0.022 0.357
C -9.7919 -0.3775 0.0356 0.186 -0.177 0.272 -1.077
O -9.7452 -1.0107 -2.2830 0.244 -0.058 -0.232 -0.530
H -11.7124 0.6954 -1.6655 0.067 -0.045 0.148 0.336
H -12.3959 -0.8323 -2.2051 0.082 0.006 0.177 0.312
H -12.5155 -0.3720 -0.4908 0.047 0.047 -0.117 0.369
H -10.7252 -2.0972 -0.8601 0.149 0.099 -0.216 0.266
H -9.5604 0.6662 -0.2054 -0.171 -0.023 -0.012 0.302
H -8.8350 -0.8807 0.2109 -0.162 -0.015 0.008 0.186
H -10.3749 -0.4012 0.9616 0.095 0.052 -0.087 0.403
H -9.5804 -0.0797 -2.5071 -0.142 -0.408 0.131 0.350
C 8.9815 0.3586 1.8511 0.279 -0.190 -0.137 -1.365
C 7.5520 -0.1335 2.0116 0.196 0.601 0.283 0.514
C 6.5489 0.9524 1.6565 -0.307 -0.030 -0.172 -0.868
O 7.3434 -0.5467 3.3596 -0.153 -0.099 0.177 -0.562
H 9.1813 1.2063 2.5162 -0.131 0.009 -0.110 0.337
H 9.6925 -0.4294 2.1219 -0.151 0.081 -0.104 0.343
H 9.1787 0.6693 0.8204 0.024 0.001 0.120 0.355
H 7.3897 -1.0079 1.3720 -0.019 -0.016 0.269 0.111
H 6.6624 1.8211 2.3147 0.128 -0.044 -0.098 0.504
H 5.5245 0.5881 1.7885 0.103 -0.035 -0.055 -0.089
H 6.6731 1.2808 0.6199 -0.016 0.040 0.087 0.368
H 7.4854 0.2235 3.9348 -0.009 -0.329 -0.273 0.367
```
Forces are in eV/Å.

Results
- Total energy: -56525.9686 eV
- Orbital gap: 0.326 Eh
- Charge: +1
- Highest occupied orbital energy: -0.4224 Ha

---

Which of these has the highest total energy?
C31H77N2O6Si

---

total energy of number 1 (C31H76N9O21)?
-89744.5080 eV

---

Among the records above, which one has the highest total energy?
C31H77N2O6Si